[1]
{
  "formula": "C36H29BrN2O6PPbSe2",
  "method": "ωB97M-V/def2-TZVPD",
  "elements": ["Pb", "O", "C", "C", "C", "C", "C", "C", "C", "O", "N", "N", "C", "C", "Br", "C", "C", "C", "C", "C", "C", "C", "H", "H", "H", "H", "H", "H", "H", "H", "H", "H", "H", "H", "H", "H", "Se", "P", "Se", "C", "C", "C", "C", "C", "C", "C", "C", "C", "C", "C", "C", "H", "H", "H", "H", "H", "H", "H", "H", "H", "H", "O", "C", "O", "C", "C", "C", "C", "O", "C", "O", "C", "C", "H", "H", "H", "H", "H"],
  "positions_angstrom": [[0.06929, 0.95528, 0.79890], [1.42011, -4.64912, 2.36793], [2.57100, -3.94421, 2.25880], [3.77033, -4.60818, 2.37984], [4.99725, -3.98591, 2.28894], [5.02940, -2.65678, 1.97487], [3.83101, -1.96926, 1.77047], [2.59828, -2.59986, 1.92063], [1.33378, -1.80445, 1.56293], [1.60667, -0.49830, 1.32471], [0.40157, -2.01423, 2.72060], [-0.67714, -1.20950, 2.59651], [-1.35983, -0.85843, 3.61546], [-2.39825, 0.07470, 3.44433], [-2.00380, 1.72378, 4.37352], [-3.45805, 0.01931, 2.59928], [-3.89414, -1.18359, 1.84904], [-3.81358, -2.48050, 2.39610], [-4.20773, -3.60480, 1.66041], [-4.86130, -3.40177, 0.46383], [-5.08883, -2.11602, -0.00877], [-4.58560, -1.00966, 0.70619], [0.71755, -4.05886, 2.23531], [3.79065, -5.63927, 2.61199], [5.92259, -4.48242, 2.47740], [6.00986, -2.09530, 1.88463], [3.86633, -0.93268, 1.41789], [0.72648, -2.25113, 0.69572], [0.81187, -1.99917, 3.61508], [-1.21543, -1.26653, 4.59440], [-3.97040, 0.89489, 2.35908], [-3.27737, -2.65517, 3.29267], [-3.93571, -4.61620, 1.95931], [-5.35342, -4.22787, -0.18986], [-5.53027, -1.90354, -0.95896], [-4.72141, -0.01562, 0.35909], [-2.77603, 2.42473, -0.42792], [-2.28437, 0.86703, -1.77485], [-1.02949, -0.82710, -1.08857], [-3.72310, 0.04447, -2.49455], [-3.68347, -1.22394, -3.03812], [-4.74232, -1.85843, -3.67633], [-5.94715, -1.25571, -3.51403], [-6.11686, 0.00893, -2.88925], [-4.95434, 0.67052, -2.42534], [-1.47984, 1.58347, -3.26396], [-1.71768, 1.01744, -4.51776], [-1.21934, 1.62800, -5.61934], [-0.32811, 2.71233, -5.46629], [0.05194, 3.18970, -4.24561], [-0.58010, 2.66498, -3.10709], [-2.61694, -1.65688, -3.22598], [-4.68953, -2.84183, -4.10007], [-6.85508, -1.69754, -3.88413], [-7.08212, 0.40228, -2.75359], [-5.04586, 1.62867, -1.87253], [-2.40897, 0.11299, -4.57192], [-1.47103, 1.26312, -6.65164], [0.08994, 3.16062, -6.40385], [0.73520, 4.00545, -4.03919], [-0.33483, 3.09946, -2.12400], [3.34423, 1.00364, -1.19390], [2.81157, 1.82057, -0.43425], [1.56817, 2.16984, -0.33366], [3.76512, 2.69579, 0.31382], [3.32422, 3.94496, 0.84373], [4.23463, 4.81828, 1.48592], [5.54350, 4.40300, 1.54866], [6.65973, 5.08285, 2.00059], [7.66827, 4.06220, 1.97533], [7.24012, 3.05314, 1.10654], [5.92402, 3.15743, 1.01610], [5.06735, 2.30361, 0.35610], [2.28079, 4.18164, 0.75073], [3.85420, 5.80968, 1.81902], [7.80186, 3.61594, 2.96320], [8.63886, 4.47432, 1.56664], [5.36112, 1.35075, -0.02690]],
  "e_homo_ev": -5.3,
  "spin_multiplicity": 1,
  "e_lumo_ev": 2.317,
  "charge": -1,
  "total_energy_ha": -9861.3625,
  "max_force_ev_per_a": 4.3
}

---

[2]
{
  "formula": "C36H29BrN3O4PPd",
  "method": "ωB97M-V/def2-TZVPD",
  "elements": ["Pd", "C", "C", "O", "C", "C", "C", "N", "N", "C", "O", "C", "C", "C", "C", "C", "C", "H", "H", "H", "H", "H", "H", "H", "H", "H", "H", "H", "H", "C", "C", "C", "C", "C", "C", "P", "C", "C", "C", "C", "C", "C", "C", "C", "C", "C", "C", "C", "H", "H", "H", "H", "H", "H", "H", "H", "H", "H", "H", "H", "H", "H", "Br", "C", "C", "N", "C", "C", "C", "C", "O", "O", "H", "H", "H"],
  "positions_angstrom": [[-0.79481, -0.30810, -0.62576], [1.03617, -4.08700, -1.10782], [-0.02708, -3.01728, -1.07113], [0.42487, -1.82535, -0.90309], [-1.34924, -3.39558, -1.21468], [-2.48967, -2.55101, -1.18680], [-3.85104, -3.14970, -1.39384], [-2.40802, -1.27389, -0.95822], [-3.56117, -0.49443, -0.93928], [-3.27336, 0.72918, -0.62562], [-2.06398, 1.18509, -0.45077], [-4.38254, 1.70026, -0.43707], [-4.09272, 3.00371, -0.04577], [-5.11719, 3.91535, 0.16304], [-6.43753, 3.53238, -0.02170], [-6.73050, 2.23268, -0.41626], [-5.70993, 1.31930, -0.62157], [2.00990, -3.62883, -1.25525], [0.84216, -4.80490, -1.90390], [1.04820, -4.62881, -0.15973], [-1.53791, -4.44819, -1.36849], [-3.77698, -4.22676, -1.52017], [-4.32686, -2.70908, -2.26993], [-4.49156, -2.91710, -0.54306], [-3.05922, 3.29010, 0.09283], [-4.88301, 4.92731, 0.46864], [-7.23746, 4.24364, 0.13989], [-7.75967, 1.93079, -0.56316], [-5.92490, 0.30419, -0.92560], [2.71284, -1.43753, 7.07817], [1.43013, -1.68792, 6.61914], [1.01512, -1.19163, 5.38830], [1.88160, -0.43488, 4.60693], [3.16658, -0.17279, 5.08667], [3.58337, -0.67652, 6.30660], [1.41298, 0.31592, 3.00081], [-0.21167, -0.45271, 2.66176], [-1.32231, 0.36905, 2.84172], [-2.60866, -0.12818, 2.67696], [-2.79495, -1.45538, 2.32491], [-1.69442, -2.28125, 2.12948], [-0.41152, -1.78337, 2.29193], [2.54930, -0.61962, 1.89360], [2.95162, -1.93584, 2.12676], [3.83513, -2.58335, 1.27916], [4.34480, -1.92287, 0.16967], [3.97791, -0.61184, -0.08011], [3.10020, 0.00898, 0.78598], [3.03476, -1.82806, 8.03483], [0.74472, -2.27556, 7.21658], [0.01156, -1.39952, 5.03951], [3.84863, 0.42771, 4.49402], [4.58542, -0.47072, 6.66060], [-1.17656, 1.41186, 3.10044], [-3.46197, 0.52626, 2.80343], [-3.79634, -1.84136, 2.18221], [-1.83384, -3.31281, 1.83005], [0.43425, -2.43356, 2.11101], [2.58535, -2.44670, 3.00913], [4.13276, -3.60246, 1.48885], [5.03648, -2.42329, -0.49534], [4.37046, -0.06223, -0.92486], [-1.60363, 5.89393, -0.50660], [0.07005, 5.12048, -0.11078], [1.15187, 5.93472, 0.20404], [2.35431, 5.45570, 0.50251], [2.51871, 4.13698, 0.49844], [1.49250, 3.25454, 0.18694], [0.23202, 3.75214, -0.12554], [1.66070, 1.78386, 0.19527], [2.87000, 1.37979, 0.56550], [0.74728, 1.05562, -0.11286], [1.03576, 7.01203, 0.21678], [3.50293, 3.76627, 0.75444], [-0.58203, 3.07452, -0.35852]],
  "e_homo_ev": -7.4,
  "spin_multiplicity": 1,
  "e_lumo_ev": -0.290,
  "total_energy_ha": -4897.7613,
  "max_force_ev_per_a": 0.6
}

---

[3]
{
  "formula": "C36H29CrNO5",
  "method": "ωB97M-V/def2-TZVPD",
  "elements": ["C", "C", "O", "C", "C", "C", "N", "C", "C", "C", "C", "C", "C", "C", "O", "H", "H", "H", "H", "H", "H", "H", "H", "H", "H", "H", "H", "H", "H", "O", "C", "Cr", "C", "O", "C", "O", "C", "C", "C", "C", "C", "C", "C", "C", "C", "C", "C", "C", "C", "C", "C", "C", "C", "C", "C", "C", "C", "H", "H", "H", "H", "H", "H", "H", "H", "H", "H", "H", "H", "H", "H", "H"],
  "positions_angstrom": [[-6.09645, 1.68110, -0.02434], [-5.33439, 0.69458, -0.85861], [-4.02572, 0.52271, -0.22213], [-3.04517, 0.16732, -1.07236], [-2.23951, -0.99903, -0.60921], [-1.29354, -1.57288, -1.57910], [-2.51540, -1.46707, 0.58081], [-2.07101, -2.54289, 1.15987], [-2.51568, -2.93410, 2.48133], [-2.05533, -4.12359, 3.10341], [-2.49251, -4.46635, 4.38022], [-3.39797, -3.63859, 5.06444], [-3.86970, -2.46660, 4.45221], [-3.43321, -2.11622, 3.17155], [-2.82422, 0.74414, -2.13464], [-7.15469, 1.68427, -0.29396], [-6.00405, 1.44499, 1.03871], [-5.70393, 2.68736, -0.19396], [-5.80428, -0.29435, -0.86507], [-5.19266, 1.03643, -1.88801], [-1.29784, -0.92986, -2.46643], [-0.27010, -1.61010, -1.18079], [-1.58369, -2.59735, -1.87057], [-1.34159, -3.20007, 0.65124], [-1.35451, -4.75654, 2.55684], [-2.13058, -5.38273, 4.85132], [-3.73347, -3.90707, 6.06880], [-4.57977, -1.82385, 4.97380], [-3.78715, -1.21020, 2.67883], [3.33070, -3.95709, 1.01862], [3.91194, -2.99908, 0.69844], [4.70745, -1.44340, -0.03926], [3.09545, -1.31650, -0.99294], [2.08238, -1.27499, -1.57270], [5.31184, -2.48899, -1.50097], [5.55693, -3.18624, -2.40153], [6.50952, -1.23164, 1.15061], [5.39237, -0.98672, 1.96114], [4.43342, -0.05107, 1.56919], [4.54468, 0.66231, 0.35494], [3.38928, 1.39602, -0.17104], [2.30002, 1.81713, -0.54871], [1.07319, 2.24434, -1.08000], [0.93751, 2.13053, -2.53095], [2.11914, 1.87851, -3.28659], [2.09563, 1.67792, -4.66345], [0.89381, 1.76910, -5.37320], [-0.27974, 2.04395, -4.66683], [-0.25990, 2.21139, -3.28106], [0.10268, 2.75992, -0.12574], [0.57052, 3.08495, 1.17952], [-0.28571, 3.52536, 2.18648], [-1.65192, 3.69313, 1.93508], [-2.13877, 3.39818, 0.65818], [-1.28538, 2.93727, -0.34332], [5.68432, 0.40325, -0.44270], [6.66151, -0.51548, -0.04336], [7.23952, -1.99090, 1.43698], [5.25284, -1.54684, 2.88742], [3.52863, 0.08718, 2.16517], [3.07565, 1.83326, -2.76060], [3.02472, 1.46032, -5.18906], [0.87518, 1.63657, -6.45472], [-1.22786, 2.13284, -5.19783], [-1.20612, 2.37738, -2.79428], [1.63888, 2.98077, 1.38866], [0.11520, 3.75278, 3.17360], [-2.32184, 4.05268, 2.71564], [-3.19532, 3.54047, 0.42909], [-1.73086, 2.69965, -1.29771], [5.75876, 0.89591, -1.41414], [7.51785, -0.71756, -0.69025]],
  "e_homo_ev": [-9.3, -11.2],
  "spin_multiplicity": 4,
  "e_lumo_ev": [-3.298, -5.969],
  "charge": 1,
  "total_energy_ha": -2864.2887,
  "max_force_ev_per_a": 4.8
}